No. 1
Entry from the Open Molecules 2025 dataset: the ion C28H17N4O6 with charge -1 at a distorted geometry (ωB97M-V/def2-TZVPD).

```
! wB97M-V def2-TZVPD RIJCOSX def2/J DEFGRID3
* xyz -1 1
N -0.925 -3.926 0.131
C -1.283 -2.816 0.024
C -1.858 -1.502 -0.002
C -2.994 -1.263 0.729
C -3.620 0.007 0.835
N -4.399 0.293 2.006
O -5.195 1.248 2.047
O -4.228 -0.485 2.981
C -3.246 0.999 -0.110
N -3.739 2.291 -0.202
O -3.004 2.836 -1.219
N -2.001 1.906 -1.741
O -1.337 2.232 -2.710
C -2.143 0.801 -0.942
C -1.209 -0.400 -0.894
C 0.138 0.031 -0.367
C 0.787 1.077 -1.326
O 1.069 2.190 -0.921
C 1.106 0.763 -2.781
C 1.024 -0.491 -3.397
C 1.224 -0.643 -4.774
C 1.631 0.440 -5.558
C 1.781 1.693 -4.948
C 1.542 1.846 -3.583
C 1.168 -1.115 -0.225
O 1.110 -2.078 -0.975
C 2.222 -1.161 0.852
C 2.688 -0.088 1.628
C 3.424 -0.331 2.794
C 3.750 -1.643 3.168
C 3.388 -2.706 2.332
C 2.679 -2.456 1.159
C -0.206 0.535 1.067
C -0.622 1.837 1.352
C -1.214 2.140 2.590
C -1.262 1.185 3.604
C -0.739 -0.086 3.368
C -0.296 -0.422 2.085
H -3.459 -2.081 1.276
H -1.199 -0.809 -1.921
H 0.815 -1.372 -2.805
H 1.061 -1.618 -5.234
H 1.827 0.317 -6.625
H 2.079 2.563 -5.536
H 1.653 2.828 -3.121
H 2.455 0.932 1.315
H 3.735 0.502 3.433
H 4.312 -1.836 4.086
H 3.654 -3.734 2.582
H 2.416 -3.281 0.501
H -0.484 2.638 0.623
H -1.646 3.129 2.761
H -1.699 1.404 4.581
H -0.715 -0.857 4.143
H -0.016 -1.463 1.865
*
```

Computed properties:
Energy (hartree): -1747.470204
Largest force on an atom (eV Å⁻¹): 3.94
HOMO energy (eV): -4.37
LUMO (eV): 1.8
Frontier orbital gap (Eh): 0.226
Structure (SMILES): N#CC1=CC(=[N+]([O-])[O-])c2no[n+]([O-])c2[C@H]1C(C(=O)c1ccccc1)(C(=O)c1ccccc1)c1ccccc1

Let us look at the Mulliken charges, expressed in e, one per atom: atom 1 (N): -0.831, atom 2 (C): -0.042, atom 3 (C): -0.363, atom 4 (C): -0.390, atom 5 (C): -0.820, atom 6 (N): 1.098, atom 7 (O): -0.690, atom 8 (O): -0.672, atom 9 (C): 0.885, atom 10 (N): -0.690, atom 11 (O): -0.269, atom 12 (N): 0.754, atom 13 (O): -0.779, atom 14 (C): -0.963, atom 15 (C): 1.626, atom 16 (C): 4.812, atom 17 (C): -1.202, atom 18 (O): -0.649, atom 19 (C): 0.831, atom 20 (C): -0.005, atom 21 (C): -1.064, atom 22 (C): -0.347, atom 23 (C): -0.659, atom 24 (C): -0.814, atom 25 (C): -0.923, atom 26 (O): -0.585, atom 27 (C): -0.194, atom 28 (C): 0.141, atom 29 (C): -0.820, atom 30 (C): -0.364, atom 31 (C): -0.634, atom 32 (C): -0.665, atom 33 (C): 0.048, atom 34 (C): -0.510, atom 35 (C): -0.631, atom 36 (C): -0.746, atom 37 (C): -0.820, atom 38 (C): -0.361, atom 39 (H): 0.458, atom 40 (H): 0.982, atom 41 (H): 0.608, atom 42 (H): 0.396, atom 43 (H): 0.371, atom 44 (H): 0.361, atom 45 (H): 0.401, atom 46 (H): 0.433, atom 47 (H): 0.382, atom 48 (H): 0.380, atom 49 (H): 0.365, atom 50 (H): 0.411, atom 51 (H): 0.375, atom 52 (H): 0.392, atom 53 (H): 0.375, atom 54 (H): 0.387, atom 55 (H): 0.232


No. 2
Entry from the Open Molecules 2025 dataset: a cluster of 2 separate species, C4F4 in total at a distorted geometry (ωB97M-V/def2-TZVPD).

```
! wB97M-V def2-TZVPD RIJCOSX def2/J DEFGRID3
* xyz 0 1
F 0.713 2.526 -1.545
C 1.365 1.647 -0.799
C 1.727 1.010 0.124
F 2.306 0.046 0.710
F -2.200 -2.488 -0.908
C -1.735 -1.742 0.047
C -1.391 -0.867 0.783
F -0.803 -0.115 1.661
*
```

Computed properties:
Energy (hartree): -551.595777
ΔE to the lowest compared entry with this formula, charge and spin (kJ/mol): 278.6
Largest force on an atom (eV Å⁻¹): 4.13
HOMO energy (eV): -10.66
LUMO (eV): 0.3
Frontier orbital gap (Eh): 0.404
Structure (SMILES): FC#CF.FC#CF

Let us look at the Mulliken charges, expressed in e, one per atom: atom 1 (F): -0.209, atom 2 (C): 0.296, atom 3 (C): 0.121, atom 4 (F): -0.208, atom 5 (F): -0.226, atom 6 (C): 0.294, atom 7 (C): 0.155, atom 8 (F): -0.223


No. 3
Entry from the Open Molecules 2025 dataset: the molecule C5H9N at a distorted geometry (ωB97M-V/def2-TZVPD).

```
! wB97M-V def2-TZVPD RIJCOSX def2/J DEFGRID3
* xyz 0 1
C 0.667 0.888 0.542
C 0.126 0.944 -0.882
C -0.671 -0.303 -1.004
N -1.710 -0.593 0.011
C -0.383 -1.208 0.088
C 0.764 -0.566 0.887
H 1.613 1.456 0.709
H -0.059 1.407 1.154
H 0.933 0.920 -1.637
H -0.495 1.814 -1.102
H -1.006 -0.698 -1.952
H -1.834 0.167 0.708
H -0.354 -2.316 -0.022
H 0.724 -0.839 1.975
H 1.683 -1.073 0.524
*
```

Computed properties:
Energy (hartree): -250.628404
ΔE to the lowest compared entry with this formula, charge and spin (kJ/mol): 101.2
Largest force on an atom (eV Å⁻¹): 2.16
HOMO energy (eV): -9.44
LUMO (eV): 1.1
Frontier orbital gap (Eh): 0.389
Structure (SMILES): C1C[C@@H]2N[C@@H]2C1

Let us look at the Mulliken charges, expressed in e, one per atom: atom 1 (C): -0.823, atom 2 (C): -0.622, atom 3 (C): -0.249, atom 4 (N): -0.630, atom 5 (C): -0.071, atom 6 (C): -0.493, atom 7 (H): 0.348, atom 8 (H): 0.272, atom 9 (H): 0.284, atom 10 (H): 0.328, atom 11 (H): 0.423, atom 12 (H): 0.292, atom 13 (H): 0.363, atom 14 (H): 0.308, atom 15 (H): 0.272


No. 4
Entry from the Open Molecules 2025 dataset: the molecule C13H14N4O5S at a distorted geometry (ωB97M-V/def2-TZVPD).

```
! wB97M-V def2-TZVPD RIJCOSX def2/J DEFGRID3
* xyz 0 1
C -0.290 5.776 -0.912
O 0.389 5.330 -2.080
C -0.143 4.287 -2.703
O -1.200 3.784 -2.440
C 0.757 3.854 -3.851
S 0.742 2.047 -3.986
C 1.005 1.700 -2.310
N 1.298 2.582 -1.390
N 1.387 1.930 -0.223
C 1.158 0.667 -0.441
C 1.196 -0.397 0.597
O -0.052 -1.071 0.601
C -0.297 -2.000 1.549
C -1.570 -2.585 1.503
C -1.926 -3.550 2.413
C -1.008 -3.947 3.384
N -1.372 -4.958 4.335
O -0.547 -5.272 5.169
O -2.481 -5.442 4.248
C 0.256 -3.374 3.439
C 0.615 -2.404 2.525
N 0.906 0.454 -1.770
C 0.598 -0.771 -2.450
H -1.361 5.867 -1.105
H -0.127 5.058 -0.106
H 0.142 6.741 -0.657
H 1.774 4.202 -3.684
H 0.372 4.230 -4.799
H 1.387 0.091 1.558
H 2.007 -1.108 0.378
H -2.259 -2.253 0.743
H -2.902 -4.008 2.393
H 0.947 -3.699 4.201
H 1.600 -1.970 2.580
H 0.020 -0.540 -3.345
H 0.017 -1.413 -1.791
H 1.516 -1.284 -2.746
*
```

Computed properties:
Energy (hartree): -1497.096076
ΔE to the lowest compared entry with this formula, charge and spin (kJ/mol): 0.0
Largest force on an atom (eV Å⁻¹): 1.31
HOMO energy (eV): -8.86
LUMO (eV): -0.4
Frontier orbital gap (Eh): 0.310
Structure (SMILES): COC(=O)CSc1nnc(COc2ccc([N+](=O)[O-])cc2)n1C

Let us look at the Mulliken charges, expressed in e, one per atom: atom 1 (C): -0.646, atom 2 (O): -0.324, atom 3 (C): 0.649, atom 4 (O): -0.581, atom 5 (C): -0.446, atom 6 (S): -0.232, atom 7 (C): 0.494, atom 8 (N): -0.122, atom 9 (N): -0.923, atom 10 (C): 0.285, atom 11 (C): -0.718, atom 12 (O): -0.292, atom 13 (C): 0.540, atom 14 (C): -0.577, atom 15 (C): -0.329, atom 16 (C): -0.193, atom 17 (N): 1.006, atom 18 (O): -0.619, atom 19 (O): -0.625, atom 20 (C): -0.601, atom 21 (C): -0.161, atom 22 (N): 0.140, atom 23 (C): -0.864, atom 24 (H): 0.305, atom 25 (H): 0.269, atom 26 (H): 0.234, atom 27 (H): 0.320, atom 28 (H): 0.388, atom 29 (H): 0.555, atom 30 (H): 0.396, atom 31 (H): 0.419, atom 32 (H): 0.456, atom 33 (H): 0.446, atom 34 (H): 0.431, atom 35 (H): 0.347, atom 36 (H): 0.265, atom 37 (H): 0.306


No. 5
Entry from the Open Molecules 2025 dataset: a structure of composition C24H18Cl5NO7Rb (ωB97M-V/def2-TZVPD).

```
! wB97M-V def2-TZVPD RIJCOSX def2/J DEFGRID3
* xyz -1 1
Rb -0.736 -0.470 0.891
O 2.749 3.345 -0.818
C 1.960 2.527 -0.079
O 0.769 2.494 -0.196
C 2.786 1.725 0.896
O 1.993 0.728 1.438
C 2.642 0.024 2.499
C 1.678 -1.050 3.055
O 2.185 -2.153 3.327
O 0.482 -0.668 3.164
H 2.150 3.825 -1.406
H 3.145 2.424 1.664
H 3.670 1.334 0.380
H 2.893 0.731 3.299
H 3.556 -0.450 2.136
Cl -1.184 1.268 -3.392
C -2.686 0.661 -2.643
C -2.704 0.446 -1.287
C -3.883 -0.046 -0.797
Cl -4.019 -0.366 0.973
C -5.001 -0.348 -1.571
Cl -6.454 -1.012 -0.891
C -4.930 -0.113 -2.945
Cl -6.287 -0.466 -3.960
C -3.756 0.403 -3.496
Cl -3.674 0.683 -5.206
C -0.027 -4.012 4.403
O -0.293 -4.658 3.152
C -1.447 -4.354 2.529
C -2.536 -3.725 3.118
C -3.698 -3.528 2.381
C -3.790 -3.963 1.069
C -2.702 -4.591 0.478
C -1.537 -4.770 1.195
N -0.410 -5.433 0.658
C 0.005 -5.552 -0.599
C -0.276 -4.813 -1.735
C 0.128 -5.373 -2.991
C -0.076 -4.715 -4.155
C -0.688 -3.421 -4.131
C -1.035 -2.812 -2.973
C -0.803 -3.447 -1.689
O -1.002 -2.855 -0.622
H -0.697 -4.416 5.172
H -0.127 -2.931 4.307
H 1.009 -4.216 4.632
H -2.468 -3.378 4.139
H -4.534 -3.010 2.835
H -4.688 -3.785 0.494
H -2.746 -4.916 -0.555
H 0.125 -5.940 1.348
H 0.689 -6.388 -0.729
H 0.589 -6.356 -2.990
H 0.219 -5.151 -5.101
H -0.861 -2.907 -5.071
H -1.475 -1.822 -2.951
*
```

Computed properties:
Energy (hartree): -3831.930683
ΔE to the lowest compared entry with this formula, charge and spin (kJ/mol): 22.2
Largest force on an atom (eV Å⁻¹): 0.87
HOMO energy (eV): -4.93
LUMO (eV): 1.9
Frontier orbital gap (Eh): 0.251

Let us look at the Mulliken charges, expressed in e, one per atom: atom 1 (Rb): 0.855, atom 2 (O): -0.481, atom 3 (C): 0.493, atom 4 (O): -0.499, atom 5 (C): -0.495, atom 6 (O): 0.078, atom 7 (C): -0.504, atom 8 (C): 0.407, atom 9 (O): -0.725, atom 10 (O): -0.763, atom 11 (H): 0.360, atom 12 (H): 0.287, atom 13 (H): 0.336, atom 14 (H): 0.273, atom 15 (H): 0.343, atom 16 (Cl): -0.244, atom 17 (C): 0.286, atom 18 (C): -1.329, atom 19 (C): 1.212, atom 20 (Cl): -0.222, atom 21 (C): -0.347, atom 22 (Cl): -0.196, atom 23 (C): 0.418, atom 24 (Cl): -0.229, atom 25 (C): -0.193, atom 26 (Cl): -0.207, atom 27 (C): -0.862, atom 28 (O): -0.482, atom 29 (C): 1.000, atom 30 (C): -0.382, atom 31 (C): -0.815, atom 32 (C): -0.785, atom 33 (C): -0.014, atom 34 (C): -0.274, atom 35 (N): 0.039, atom 36 (C): -0.489, atom 37 (C): 0.926, atom 38 (C): -0.713, atom 39 (C): -0.701, atom 40 (C): -0.375, atom 41 (C): -0.448, atom 42 (C): 0.184, atom 43 (O): -0.413, atom 44 (H): 0.365, atom 45 (H): 0.315, atom 46 (H): 0.267, atom 47 (H): 0.376, atom 48 (H): 0.423, atom 49 (H): 0.402, atom 50 (H): 0.506, atom 51 (H): 0.301, atom 52 (H): 0.319, atom 53 (H): 0.307, atom 54 (H): 0.356, atom 55 (H): 0.441, atom 56 (H): 0.311


No. 6
Entry from the Open Molecules 2025 dataset: a cluster of 2 separate species, ClH2NOS in total at a distorted geometry (ωB97M-V/def2-TZVPD).

```
! wB97M-V def2-TZVPD RIJCOSX def2/J DEFGRID3
* xyz 0 1
N -0.014 -0.893 0.594
O -0.546 -0.293 3.065
S 0.223 -0.084 1.862
Cl 1.228 0.095 -2.077
H 0.846 -0.294 -0.911
H -0.709 -1.636 0.571
*
```

Computed properties:
Energy (hartree): -989.547440
ΔE to the lowest compared entry with this formula, charge and spin (kJ/mol): 0.2
Largest force on an atom (eV Å⁻¹): 1.24
HOMO energy (eV): -11.20
LUMO (eV): -1.1
Frontier orbital gap (Eh): 0.370

Let us look at the Mulliken charges, expressed in e, one per atom: atom 1 (N): -0.458, atom 2 (O): -0.428, atom 3 (S): 0.594, atom 4 (Cl): -0.301, atom 5 (H): 0.342, atom 6 (H): 0.250